[1]
ORCA calculation (wB97M-V/def2-TZVPD) on an isolated molecule of C4H5N in a non-equilibrium geometry.

Summary:
calculated total energy: -209.9494 Ha
max |F|: 3.15 eV Å⁻¹
charge: 0
energy relative to the best compared isomer or geometry (same formula, charge and spin): 562.7 kJ/mol

Structure (XYZ):
```
10
C4H5N, DFT wB97M-V/def2-TZVPD
C -1.48348 0.64377 -0.73046
C -0.65922 0.19428 0.12558
C 0.27010 -0.55305 0.70505
C 1.51816 -0.45607 -0.18302
N 1.55825 0.07103 1.06188
H -2.27567 1.33703 -0.55467
H 0.01930 -1.45088 1.23758
H 1.63943 0.26557 -0.99106
H -1.25986 0.19036 -1.77843
H 1.55889 1.09323 1.03499
```


[2]
ORCA calculation (wB97M-V/def2-TZVPD) on an isolated molecule of C4H5N in a non-equilibrium geometry.

Summary:
calculated total energy: -209.9455 Ha
max |F|: 3.29 eV Å⁻¹
charge: 0
expectation value of S²: 2.041
energy relative to the best compared isomer or geometry (same formula, charge and spin): 181.6 kJ/mol
spin multiplicity: 3

Structure (XYZ):
```
10
C4H5N, DFT wB97M-V/def2-TZVPD
C -2.92037 0.36827 0.00801
C -0.66634 -0.53883 -0.38049
C 0.63253 -0.74095 -0.53769
C 1.55770 0.16349 0.22203
N -1.69482 0.03532 -0.02906
H -3.21240 1.15048 0.66295
H 1.15618 -1.31574 -1.25820
H 1.75610 1.03155 -0.35064
H 2.40063 -0.51137 0.54505
H 0.99078 0.35777 1.11804
```


[3]
ORCA calculation (wB97M-V/def2-TZVPD) on the ion C4H5N2 with charge +1 in a non-equilibrium geometry.

Summary:
calculated total energy: -264.4613 Ha
max |F|: 5.66 eV Å⁻¹
charge: +1
energy relative to the best compared isomer or geometry (same formula, charge and spin): 404.7 kJ/mol
SMILES: [NH2+]=C1CC#CN1

Structure (XYZ):
```
11
C4H5N2, DFT wB97M-V/def2-TZVPD
C 0.27072 2.28372 0.71053
C 1.50480 1.95721 0.48487
C 0.33388 0.12630 -0.03932
C -0.64566 1.12221 0.72128
N 1.65027 0.77454 -0.12936
N -0.01893 -0.96860 -0.58455
H -0.91737 0.76392 1.76581
H -1.49036 1.26970 0.21045
H 2.56613 0.44239 -0.44878
H -0.98332 -1.14246 -0.44350
H 0.56093 -1.47246 -1.16789
```


[4]
ORCA calculation (wB97M-V/def2-TZVPD) on a structure of composition C4H5N2 in a non-equilibrium geometry.

Summary:
calculated total energy: -264.4211 Ha
max |F|: 5.70 eV Å⁻¹
charge: +1
energy relative to the best compared isomer or geometry (same formula, charge and spin): 510.2 kJ/mol

Structure (XYZ):
```
11
C4H5N2, DFT wB97M-V/def2-TZVPD
C -1.95008 -1.35153 -0.01293
C -1.19182 -0.33210 0.03377
C -0.06419 1.25878 -0.00183
C 1.40910 -0.84276 0.01603
N 0.23278 -0.05645 0.11658
N -1.40294 1.11118 -0.05849
H 0.40784 2.22536 -0.08351
H 1.65874 -1.07754 -1.01372
H 2.12973 -0.73925 0.71744
H 1.03215 -1.88009 0.21032
H -2.26130 1.68440 0.07634
```


[5]
ORCA calculation (wB97M-V/def2-TZVPD) on the ion C4H5N2 with charge +1 in a non-equilibrium geometry.

Summary:
calculated total energy: -264.4778 Ha
max |F|: 5.08 eV Å⁻¹
charge: +1
energy relative to the best compared isomer or geometry (same formula, charge and spin): 361.3 kJ/mol

Structure (XYZ):
```
11
C4H5N2, DFT wB97M-V/def2-TZVPD
C -0.22860 1.21904 0.53034
C -1.32547 0.60843 0.07376
C 0.40866 -0.04046 0.31557
C 0.96470 1.26059 -0.32493
N -1.79406 -0.39292 -0.31620
N 0.53113 -1.37326 0.41628
H 0.96859 1.35570 -1.38970
H 1.82214 1.80794 0.18851
H -2.75229 -0.73635 -0.35317
H -0.05834 -2.08115 0.75837
H 1.46355 -1.62756 0.10118
```


[6]
ORCA calculation (wB97M-V/def2-TZVPD) on an isolated molecule of C4H5N2OP in a non-equilibrium geometry.

Summary:
calculated total energy: -681.4779 Ha
max |F|: 2.15 eV Å⁻¹
charge: 0
energy relative to the best compared isomer or geometry (same formula, charge and spin): 69.7 kJ/mol
SMILES: O=CPc1ncc[nH]1

Structure (XYZ):
```
13
C4H5N2OP, DFT wB97M-V/def2-TZVPD
C 0.93954 0.58662 1.63195
C 1.80163 0.98486 0.65541
C -0.12201 0.33000 -0.15912
C -2.14932 -1.55094 -0.58106
N -0.27463 0.17908 1.14670
N 1.08690 0.86047 -0.49958
O -2.36514 -2.56138 -1.16671
P -1.34819 0.04012 -1.42476
H 1.30625 0.59722 2.61670
H 2.71845 1.57578 0.72345
H -2.55596 -1.41737 0.49986
H 1.49299 1.23531 -1.33997
H -0.53052 -0.85976 -2.10286
```


[7]
ORCA calculation (wB97M-V/def2-TZVPD) on a cluster of 2 separate species, C4H5N2OS in total in a non-equilibrium geometry.

Summary:
calculated total energy: -738.3219 Ha
max |F|: 4.03 eV Å⁻¹
charge: -1
energy relative to the best compared isomer or geometry (same formula, charge and spin): 242.5 kJ/mol

Structure (XYZ):
```
13
C4H5N2OS, DFT wB97M-V/def2-TZVPD
C -1.50877 1.30440 0.30098
C 0.83802 -0.39010 0.68277
C 0.31365 -1.48749 -0.41037
C 0.48166 0.85969 -0.15242
N 0.07080 -0.74760 -1.57434
N 0.23707 0.51695 -1.42142
O -1.91706 0.34313 0.84277
S -1.83075 2.79256 -0.22355
H 0.26515 -0.36076 1.60368
H 1.82039 -0.50625 0.96059
H 1.06834 -2.16355 -0.67741
H -0.58189 -2.10348 -0.14533
H 0.74339 1.94251 0.21405
```


[8]
ORCA calculation (wB97M-V/def2-TZVPD) on an isolated molecule of C4H5N2P in a non-equilibrium geometry.

Summary:
calculated total energy: -606.2435 Ha
max |F|: 3.24 eV Å⁻¹
charge: 0
energy relative to the best compared isomer or geometry (same formula, charge and spin): 21.3 kJ/mol
SMILES: C=Pc1cnc[nH]1

Structure (XYZ):
```
12
C4H5N2P, DFT wB97M-V/def2-TZVPD
C 1.55591 -1.74144 -0.03623
C 2.25746 0.26272 -0.04362
C 0.44242 -0.94283 -0.01508
C -2.26864 -0.00950 0.09842
N 2.67285 -0.97398 -0.05328
N 0.90770 0.34260 -0.02103
P -1.46470 -1.46035 -0.00506
H 1.61360 -2.81032 -0.03795
H 2.89856 1.12133 -0.05760
H -3.34677 -0.04295 0.12751
H -1.83738 0.97599 0.15312
H 0.34841 1.17887 -0.00857
```


[9]
ORCA calculation (wB97M-V/def2-TZVPD) on an isolated molecule of C4H5N2P in a non-equilibrium geometry.

Summary:
calculated total energy: -606.2181 Ha
max |F|: 3.97 eV Å⁻¹
charge: 0
energy relative to the best compared isomer or geometry (same formula, charge and spin): 87.9 kJ/mol
SMILES: N#C[C@@H]1CN=PC1

Structure (XYZ):
```
12
C4H5N2P, DFT wB97M-V/def2-TZVPD
C 1.71350 0.13943 -0.07830
C -0.29927 -1.17274 -0.26174
C -0.51676 1.30164 0.09043
C 0.44058 -0.03341 0.44339
N 2.80559 0.39645 -0.35619
N -1.76827 -0.96264 -0.16925
P -2.23494 0.52982 0.15792
H 0.07220 -1.41433 -1.38862
H -0.04080 -2.03815 0.32101
H -0.36618 2.15468 0.69598
H -0.31404 1.29334 -0.99766
H 0.50837 -0.19411 1.54303
```


[10]
ORCA calculation (wB97M-V/def2-TZVPD) on an isolated molecule of C4H5N3.

Summary:
calculated total energy: -319.5104 Ha
max |F|: 0.74 eV Å⁻¹
charge: 0
energy relative to the best compared isomer or geometry (same formula, charge and spin): 529.7 kJ/mol

Structure (XYZ):
```
12
C4H5N3, DFT wB97M-V/def2-TZVPD
N 0.65401 1.42249 -1.15628
C 0.30276 0.33748 -0.42392
C 1.22698 -0.05688 0.68951
N 0.66073 -0.10606 1.80135
C -1.38680 -1.47741 1.35122
N -1.43218 -1.15590 0.18578
C -0.94831 -0.22857 -0.63521
H 1.56355 1.83873 -1.02815
H -0.06262 2.03239 -1.52268
H 2.31851 -0.16027 0.47814
H -1.33215 -2.49943 1.73840
H -1.56448 0.05343 -1.47816
```


[11]
ORCA calculation (wB97M-V/def2-TZVPD) on a cluster of 2 separate species, C4H5N3 in total.

Summary:
calculated total energy: -319.5560 Ha
max |F|: 0.50 eV Å⁻¹
charge: 0
energy relative to the best compared isomer or geometry (same formula, charge and spin): 410.1 kJ/mol
SMILES: C1=C=NC=NC=1.N

Structure (XYZ):
```
12
C4H5N3, DFT wB97M-V/def2-TZVPD
N 0.65980 3.08204 -0.21567
C 0.71983 -0.14066 0.50894
C 0.92497 -1.34586 0.88128
N 0.58243 -2.55424 0.90649
C -0.58228 -2.57565 0.16892
N -1.11118 -1.50340 -0.38570
C -0.48975 -0.31851 -0.22872
H 0.69493 2.89277 -1.21287
H -0.31102 3.26671 0.01806
H 0.92737 2.22074 0.25683
H -1.06343 -3.54150 0.05886
H -0.96598 0.53734 -0.70768
```


[12]
ORCA calculation (wB97M-V/def2-TZVPD) on an isolated molecule of C4H5N3 in a non-equilibrium geometry.

Summary:
calculated total energy: -319.5649 Ha
max |F|: 2.79 eV Å⁻¹
charge: 0
energy relative to the best compared isomer or geometry (same formula, charge and spin): 386.7 kJ/mol
SMILES: [H]/N=C/N/N=C\C#C

Structure (XYZ):
```
12
C4H5N3, DFT wB97M-V/def2-TZVPD
C 1.91221 -0.47545 0.01163
C -1.12660 1.33799 0.02402
C -2.09564 0.23708 0.02213
C -2.91078 -0.66715 -0.06299
H 3.76065 -0.22045 0.02499
H 2.02675 -1.58252 0.11318
H -0.13492 -0.86274 0.01943
H -1.49109 2.32299 0.04723
H -3.55031 -1.49509 -0.08114
N 2.88012 0.36164 -0.06414
N 0.58309 -0.11104 0.00309
N 0.14651 1.15474 -0.05744
```


[13]
ORCA calculation (wB97M-V/def2-TZVPD) on an isolated molecule of C4H5N3.

Summary:
calculated total energy: -319.5033 Ha
max |F|: 0.38 eV Å⁻¹
charge: 0
energy relative to the best compared isomer or geometry (same formula, charge and spin): 548.5 kJ/mol

Structure (XYZ):
```
12
C4H5N3, DFT wB97M-V/def2-TZVPD
N -1.44653 0.06982 -0.93412
C -0.26032 0.29247 -0.14460
C -0.54200 1.58929 0.59118
N 0.98321 0.56657 -0.87999
C 1.82241 -0.27871 -0.41386
N 1.35272 -1.23979 0.53510
C 0.11985 -0.92392 0.67031
H -1.95132 0.93066 -1.11732
H -2.04854 -0.66957 -0.59773
H -0.34519 1.45057 1.67826
H 2.87036 -0.30144 -0.70289
H -0.55466 -1.48596 1.31566
```


[14]
ORCA calculation (wB97M-V/def2-TZVPD) on an isolated molecule of C4H5N3 in a non-equilibrium geometry.

Summary:
calculated total energy: -319.6169 Ha
max |F|: 3.07 eV Å⁻¹
charge: 0
energy relative to the best compared isomer or geometry (same formula, charge and spin): 250.3 kJ/mol
SMILES: [H]/N=C(C#N)/C=N/C

Structure (XYZ):
```
12
C4H5N3, DFT wB97M-V/def2-TZVPD
C -2.08270 -0.90480 0.04823
C 1.12452 0.87869 -0.10646
C 0.12456 -0.18779 -0.17090
N -1.05858 0.06882 0.19235
N 0.91879 2.09232 0.11047
C 2.44892 0.17427 0.07988
N 3.50816 -0.26444 0.13309
H 1.71108 2.69414 0.31775
H 0.43540 -1.12845 -0.65422
H -2.64147 -0.94938 0.98424
H -1.71848 -1.91059 -0.20539
H -2.77022 -0.56281 -0.72903
```


[15]
ORCA calculation (wB97M-V/def2-TZVPD) on an isolated molecule of C4H5N3.

Summary:
calculated total energy: -319.6887 Ha
max |F|: 0.77 eV Å⁻¹
charge: 0
energy relative to the best compared isomer or geometry (same formula, charge and spin): 61.6 kJ/mol
SMILES: Nc1cncnc1

Structure (XYZ):
```
12
C4H5N3, DFT wB97M-V/def2-TZVPD
N -2.03941 0.08021 0.07911
C -0.64974 -0.02261 0.02119
C 0.13130 1.14270 0.10320
N 1.45817 1.15210 0.13120
C 2.05395 -0.03668 0.06929
N 1.43844 -1.20484 -0.02557
C 0.10714 -1.20813 -0.04800
H -2.42905 0.97396 -0.19846
H -2.59188 -0.69012 -0.26586
H -0.34895 2.12138 0.15560
H 3.13934 -0.08000 0.09770
H -0.26931 -2.22795 -0.11940
```


[16]
ORCA calculation (wB97M-V/def2-TZVPD) on a cluster of 2 separate species, C4H5N3 in total in a non-equilibrium geometry.

Summary:
calculated total energy: -319.5973 Ha
max |F|: 1.31 eV Å⁻¹
charge: 0
energy relative to the best compared isomer or geometry (same formula, charge and spin): 301.7 kJ/mol
SMILES: N#CC=C=N.C=N

Structure (XYZ):
```
12
C4H5N3, DFT wB97M-V/def2-TZVPD
C -2.38037 -1.36650 0.12550
N -1.11587 -1.33969 0.16494
C 1.25017 0.38601 0.20756
C 1.62782 -0.21602 -1.03942
N 1.96790 -0.69140 -2.04308
C 1.62209 1.60696 0.56197
N 1.90369 2.73217 0.94039
H -2.98330 -1.75744 -0.70449
H 1.22279 3.44671 0.69634
H -2.90533 -0.93125 0.97572
H -0.72348 -1.71816 -0.69768
H 0.51390 -0.15140 0.81226
```


[17]
ORCA calculation (wB97M-V/def2-TZVPD) on an isolated molecule of C4H5N3.

Summary:
calculated total energy: -319.5501 Ha
max |F|: 0.29 eV Å⁻¹
charge: 0
energy relative to the best compared isomer or geometry (same formula, charge and spin): 425.7 kJ/mol

Structure (XYZ):
```
12
C4H5N3, DFT wB97M-V/def2-TZVPD
N 1.21105 0.01195 0.81114
C 0.54286 -0.33323 -1.66354
N -0.29032 -1.31932 -1.27456
C -0.69072 -1.14575 -0.06400
C -0.22512 0.13178 0.63548
C -0.45383 1.17942 -0.45480
N -0.06587 0.86810 -1.64138
H 1.67080 0.85912 1.11386
H 1.50228 -0.79243 1.34890
H -1.39020 -1.84673 0.38616
H -0.81349 0.34458 1.54052
H -0.99194 2.10891 -0.28180
```


[18]
ORCA calculation (wB97M-V/def2-TZVPD) on a cluster of 2 separate species, C4H5N3 in total.

Summary:
calculated total energy: -319.5348 Ha
max |F|: 0.47 eV Å⁻¹
charge: 0
energy relative to the best compared isomer or geometry (same formula, charge and spin): 465.8 kJ/mol
SMILES: C1=C=NC=NC=1.N

Structure (XYZ):
```
12
C4H5N3, DFT wB97M-V/def2-TZVPD
N 2.33799 -0.13604 0.00075
C 0.10437 -0.09574 -0.10076
C -0.45683 -0.81952 -0.97549
N -1.79118 -0.89145 -1.16835
C -2.40596 -0.07960 -0.28165
N -1.86472 0.70338 0.65851
C -0.52728 0.72291 0.79445
H 2.71738 0.56263 -0.63205
H 2.88814 -0.12267 0.85740
H 2.43307 -1.04458 -0.44385
H -3.49259 -0.07931 -0.33406
H -0.08229 1.34641 1.56969
```


[19]
ORCA calculation (wB97M-V/def2-TZVPD) on a structure of composition C4H5N3 in a non-equilibrium geometry.

Summary:
calculated total energy: -319.5442 Ha
max |F|: 1.12 eV Å⁻¹
charge: 0
energy relative to the best compared isomer or geometry (same formula, charge and spin): 441.0 kJ/mol

Structure (XYZ):
```
12
C4H5N3, DFT wB97M-V/def2-TZVPD
C 0.77876 -1.22516 -0.80569
N 1.06030 -0.51272 0.27700
C -0.72680 0.62940 1.05401
C -0.23386 1.97831 1.07711
N 0.20794 3.04729 1.09014
C -1.50124 0.19421 0.02727
N -1.73054 -0.44714 -0.95991
H 1.19596 -0.94612 -1.77861
H -0.57734 -0.93014 -1.15175
H 0.61900 -2.29695 -0.65289
H 1.47484 0.38414 0.00411
H -0.78068 0.10584 2.00435
```


[20]
ORCA calculation (wB97M-V/def2-TZVPD) on an isolated molecule of C4H5N3O in a non-equilibrium geometry.

Summary:
calculated total energy: -394.7437 Ha
max |F|: 4.01 eV Å⁻¹
charge: 0
energy relative to the best compared isomer or geometry (same formula, charge and spin): 587.6 kJ/mol
SMILES: c1onnc1N1CC1

Structure (XYZ):
```
13
C4H5N3O, DFT wB97M-V/def2-TZVPD
C 1.44932 -0.41691 0.69657
C 1.69077 0.18167 -0.63480
C -0.76781 -0.37828 -0.16247
C -1.51830 0.81684 -0.04511
H 2.03577 -1.35881 1.10745
H 1.09011 0.43042 1.43373
H 2.59363 -0.16107 -1.25776
H 1.68356 1.45571 -0.48957
H -1.46726 2.00916 0.01678
N 0.58252 -0.77371 -0.35989
N -2.83953 -0.94927 -0.09395
N -1.67473 -1.35759 -0.22607
O -2.85805 0.50183 0.01507
```